(1)
Computed, not measured: one molecule with the formula C16H15F4N5O4S in a non-equilibrium geometry, with ωB97M-V/def2-TZVPD.

2S+1	1
Kohn-Sham gap	9.141	eV
charge	0
energy relative to the best compared isomer or geometry (same formula, charge and spin)	0.0	kJ/mol
SMILES	CC1(NS(=O)(=O)c2cc3c(cc2F)n(CCF)c(=O)n3-c2nnc(C(F)F)o2)CC1

```
45
Properties=species:S:1:pos:R:3:mulliken_charge:R:1
H -0.77503 2.86873 0.22139 0.240
H -2.31930 -2.61411 -1.89978 0.293
C 0.75691 -0.65284 -0.95804 0.055
H -1.53610 5.64520 1.47791 0.249
O 3.62568 2.92428 1.65526 -0.679
H -2.01750 -2.88724 -3.63722 0.322
N 0.76838 -1.71538 1.01826 0.309
C 0.36660 4.75589 0.74029 1.205
H 0.33765 -2.03689 -3.21638 0.358
N 1.43539 4.00437 1.40067 -0.354
C 1.02388 -3.11251 4.18345 0.641
H -1.29000 4.32768 -0.78062 0.196
C 1.12476 -0.53961 0.36310 0.422
C -0.90410 4.74352 1.50050 -0.945
O 3.28278 4.17370 -0.43150 -0.643
F 0.08346 -4.15283 6.12870 -0.252
C 0.87506 -2.02809 2.37543 0.417
O -0.33236 -3.65309 0.26278 -0.684
F -2.03809 -0.98309 -3.01490 -0.286
H 1.10191 3.31607 2.05037 0.359
H 1.18968 6.73246 0.66245 0.318
F 1.55998 2.66281 -2.23491 -0.346
C 1.49002 1.62050 -1.37203 0.031
N 1.11976 -1.17418 3.31312 0.017
H -0.06680 -3.58645 -2.41604 0.394
C -0.26921 -2.51076 -2.43610 -0.804
H -0.90913 4.19208 2.42514 0.278
C -0.82502 3.94615 0.16977 -0.624
S 2.73234 3.23599 0.54079 1.260
C 0.72187 6.02092 -0.02185 -1.566
N 0.13743 -1.90411 -1.15462 0.238
H -0.13162 6.44380 -0.48039 0.451
H 2.10474 0.63546 1.84929 0.671
O 0.84901 -3.30241 2.85374 -0.295
C -1.74751 -2.29014 -2.75542 -0.271
C 0.15584 -2.53929 0.07304 0.148
C 1.79986 0.59863 0.81534 -0.337
N 1.19614 -1.86570 4.47487 -0.753
F 2.26687 -4.30858 5.82328 -0.235
H 0.49990 0.34509 -2.82913 0.438
C 0.90010 0.42875 -1.83672 -0.576
H 0.95891 -5.17987 4.61435 0.160
H 1.43618 5.78470 -0.82246 0.321
C 1.98914 1.69031 -0.06426 -0.368
C 1.08451 -4.24697 5.18206 0.227
```

(2)
Computed, not measured: C16H15N2ORhS2 as an isolated structure in a non-equilibrium geometry, with ωB97M-V/def2-TZVPD.

2S+1	5
Kohn-Sham gap (alpha / beta)	6.745 / 5.447	eV
charge	0
⟨S²⟩	6.027

```
37
Properties=species:S:1:pos:R:3:lowdin_spin:R:1
C 2.26817 3.02804 0.78745 0.000
C 1.33007 -2.58186 1.48555 0.012
H 2.99397 -1.95786 0.25995 0.000
C -2.93243 -3.49256 0.39215 0.051
H 2.10407 2.70864 -3.07055 0.000
C 1.91567 -2.02386 0.34925 0.010
C -2.28863 -2.13846 0.52025 0.200
H 2.32457 3.10104 1.86975 0.000
H 1.94927 -2.96076 2.28945 0.001
H -3.36103 -3.59396 -0.60875 0.030
N -3.03253 -1.08236 0.41925 0.141
H -3.73373 -3.58256 1.13155 0.006
C 3.26317 3.41304 -1.38405 0.000
S -1.58373 2.60104 0.72005 0.029
C 1.15167 2.42814 0.18725 0.000
H -2.21513 -4.30146 0.55365 0.002
Rh -2.99153 -1.00006 -1.48915 2.340
H 1.58657 -1.06006 -1.55675 0.001
N -2.45133 0.13154 0.84505 0.058
C -0.81743 -2.10196 0.53525 0.029
H 0.25337 2.00794 2.08425 0.001
C 0.03577 1.83884 1.02325 0.003
C -2.38633 1.15614 0.03605 0.049
H 0.27277 1.81164 -1.68925 0.004
H 4.07667 3.78864 -1.99515 0.000
H 0.03407 0.75714 0.89665 0.001
C 1.11987 2.31284 -1.21005 0.002
C 1.11527 -1.51646 -0.68825 0.011
C 2.16327 2.81084 -1.99105 0.000
O -1.06113 -1.04626 -1.53015 0.214
C 3.31867 3.51674 0.00565 0.000
H 4.18097 3.96964 0.48335 0.000
H -0.54693 -3.04426 2.45285 0.000
S -3.03773 1.26824 -1.57145 0.614
C -0.28633 -1.53316 -0.63605 0.028
C -0.05563 -2.63196 1.58175 0.009
H -4.67633 -1.00006 -1.48915 0.155
```

(3)
Computed, not measured: C16H15N4NaO5 as an isolated structure, with ωB97M-V/def2-TZVPD.

2S+1	1
Kohn-Sham gap	8.867	eV
charge	0
energy relative to the best compared isomer or geometry (same formula, charge and spin)	79.1	kJ/mol

```
41
Properties=species:S:1:pos:R:3:mulliken_charge:R:1
C 4.50254 -0.52822 -0.84471 0.769
H -1.27733 -0.87371 -3.26467 0.310
N 2.63395 -0.53204 -2.09869 -0.558
C -2.04817 1.27320 4.20124 -0.649
C -3.51227 2.77669 3.07325 -0.575
C -3.18238 -0.59282 0.68817 -0.137
C -4.54253 -1.45118 -1.06549 -0.293
C -3.43643 -1.34919 -1.89229 -0.715
O 1.96526 1.78260 -0.28138 -0.829
O 6.59709 -0.90962 0.27764 -0.493
C -2.66360 2.69915 1.98076 -0.262
H -3.83689 2.07709 5.08219 0.397
C 3.14980 -0.13506 -0.94534 0.034
O 5.13553 0.48528 1.18686 -0.507
C -4.41068 -1.06936 0.26091 -0.787
H 0.69249 0.09851 -2.19821 0.488
H -0.35265 0.67176 3.02315 0.397
N -2.11618 -0.48986 -0.09616 -0.081
C -1.26016 1.26657 3.05773 -0.151
C 2.20335 0.59597 -0.00800 0.613
H -3.48654 -1.62615 -2.93654 0.338
H -2.88513 3.25177 1.07452 0.383
H -3.05539 -0.26999 1.71641 0.386
O 1.64164 -0.10830 0.85369 -0.814
H -0.42893 -1.76610 -1.98601 0.294
C 4.76603 -1.19068 -2.02990 -0.659
H -5.48599 -1.81391 -1.45083 0.413
N 3.63251 -1.16577 -2.74335 -0.114
H -4.39469 3.39887 3.02663 0.398
H 6.61863 -1.56132 -0.42946 0.285
O -0.22042 0.28096 -1.90154 -0.552
H 3.47438 -1.54038 -3.65985 0.182
Na -0.05766 1.16417 0.26235 0.951
C -2.23936 -0.87701 -1.36258 0.438
H 5.66090 -1.64147 -2.42760 0.373
C -0.99750 -0.85135 -2.20363 -0.282
C 5.40494 -0.25100 0.28575 0.662
C -3.19938 2.04468 4.20893 -0.178
N -1.56015 1.95787 1.96169 -0.262
H -5.23657 -1.12823 0.95555 0.389
H -1.75080 0.68464 5.05717 0.396
```